Entry 1:
{"formula": "C4H5NO2", "method": "wB97M-V/def2-TZVPD", "charge": 0, "lumo_ha": 0.018, "largest_force_ev_per_a": 4.774, "e_above_lowest_kj_mol": 568.0, "smiles": "O=[N+]([O-])[C@]12C[C@@H]1C2", "orbital_gap_ha": 0.378, "e_homo_ev": -9.7934, "e_tot_ev": -9808.428, "elements": ["O", "O", "N", "C", "C", "C", "C", "H", "H", "H", "H", "H"], "coordinates": [[-3.1011, 0.1356, 0.7093], [-1.9108, 0.9919, 2.2893], [-2.1072, 0.3436, 1.3023], [0.0347, 0.6306, -0.3264], [-0.6762, -0.6308, -0.7458], [0.5268, 0.3019, 1.0493], [-0.8283, -0.2035, 0.6740], [-0.3188, 1.5618, -0.8118], [1.2054, -0.5244, 1.2381], [-0.0678, -1.5237, -0.9403], [-1.6200, -0.3819, -1.3863], [0.4026, 1.0382, 1.9135]], "forces_ev_per_a": [[-2.708, -0.324, -0.712], [-0.780, 0.694, 1.385], [4.547, -0.463, -1.382], [-1.424, 0.299, 0.098], [-0.936, 0.356, -0.455], [-0.977, 0.023, 1.455], [-0.920, 0.997, -0.477], [0.591, -0.424, 1.042], [0.578, 0.376, -0.241], [-0.583, 0.168, -0.156], [1.951, -0.966, 1.005], [0.662, -0.736, -1.562]]}


Entry 2:
{"formula": "C4H5NO2", "method": "wB97M-V/def2-TZVPD", "charge": 0, "lumo_ha": -0.041, "largest_force_ev_per_a": 5.090, "e_above_lowest_kj_mol": 324.5, "smiles": "[H]/N=C(\\C=O)C(C)=O", "orbital_gap_ha": 0.292, "e_homo_ev": -9.0832, "e_tot_ev": -9810.951, "elements": ["O", "O", "N", "C", "C", "C", "C", "H", "H", "H", "H", "H"], "coordinates": [[1.6971, 1.1189, 0.4030], [-1.5904, 0.5227, -1.7257], [-1.5611, 0.0929, 1.1798], [1.1482, -1.2244, 0.1949], [0.8802, 0.2454, 0.2488], [-0.7891, 0.7597, 0.4520], [-0.7597, 1.0766, -0.9927], [-0.1346, 1.9390, -1.2735], [1.1531, -1.5555, -0.8458], [-2.5548, 0.2437, 0.9653], [0.3931, -1.7920, 0.7399], [2.1180, -1.4270, 0.6541]], "forces_ev_per_a": [[-0.177, -0.659, -0.771], [2.206, 0.573, 0.649], [0.034, 0.554, 0.402], [0.071, -0.183, -0.111], [-0.760, 1.300, 3.404], [2.963, -3.277, -2.401], [-4.743, 1.791, -0.448], [0.374, -0.676, -0.421], [0.004, -0.075, 0.030], [0.171, 0.309, 0.030], [-0.151, 0.203, -0.134], [0.007, 0.140, -0.230]]}


Entry 3:
{"formula": "C4H5NO2", "method": "wB97M-V/def2-TZVPD", "charge": 0, "lumo_ha": 0.011, "largest_force_ev_per_a": 0.984, "e_above_lowest_kj_mol": 456.4, "orbital_gap_ha": 0.304, "e_homo_ev": -7.9642, "e_tot_ev": -9809.585, "elements": ["O", "O", "N", "C", "C", "C", "C", "H", "H", "H", "H", "H"], "coordinates": [[3.1214, 0.0424, -0.3776], [-2.3817, -0.5692, 0.7916], [-0.3313, -0.3414, -0.2503], [1.9786, -0.1385, -0.5857], [-1.3972, -1.0783, 0.3348], [0.6643, 0.4438, 0.5521], [-0.3311, 1.1284, -0.2801], [0.5109, 0.4091, 1.6305], [-0.0085, 1.5118, -1.2500], [-1.2069, -2.1625, 0.3165], [-1.2221, 1.5859, 0.1421], [0.4851, -0.7343, -0.9763]], "forces_ev_per_a": [[-0.872, -0.109, -0.098], [0.485, -0.273, -0.248], [-0.102, -0.185, -0.162], [0.968, 0.163, 0.067], [-0.339, 0.203, 0.226], [0.022, 0.097, 0.251], [-0.046, 0.142, -0.075], [0.013, -0.004, -0.140], [-0.022, -0.063, 0.122], [-0.045, 0.098, 0.009], [0.158, -0.071, -0.039], [-0.220, 0.001, 0.085]]}